Entry 1:
{
  "formula": "C19H25Cl5FGeNO7P2SiW",
  "method": "wB97M-V/def2-TZVPD",
  "elements": ["W", "C", "Si", "C", "C", "N", "C", "C", "C", "C", "C", "C", "F", "H", "H", "H", "H", "H", "H", "H", "H", "H", "H", "H", "H", "H", "O", "P", "O", "O", "O", "P", "O", "O", "O", "H", "H", "Cl", "C", "C", "C", "Cl", "C", "Cl", "C", "Cl", "C", "Cl", "C", "Ge", "C", "C", "C", "H", "H", "H", "H", "H", "H", "H", "H", "H", "H"],
  "coordinates": [[-0.255389, 0.289299, -0.464871], [-2.796120, 2.055477, 2.297944], [-1.004387, 1.572593, 2.634894], [-1.095338, 0.443281, 4.109923], [0.118313, 3.015971, 3.111605], [-0.069064, 0.534351, 1.422889], [1.182181, 0.073948, 1.997183], [1.334343, -1.181078, 2.560547], [2.559323, -1.530116, 3.159701], [3.610653, -0.613443, 3.269573], [3.515193, 0.616007, 2.663634], [2.306894, 0.898239, 2.018985], [2.194848, 2.098532, 1.290167], [-3.326313, 2.138561, 3.279482], [-3.383541, 1.240920, 1.740060], [-2.892684, 3.029567, 1.736742], [-1.158967, 1.155562, 4.978457], [-0.229259, -0.221334, 4.112866], [-1.973122, -0.209222, 4.172945], [-0.599697, 3.746363, 3.514984], [0.701073, 3.480549, 2.283605], [0.851919, 2.691783, 3.913699], [0.530785, -1.858137, 2.475300], [2.703193, -2.613475, 3.336431], [4.536601, -0.971307, 3.752203], [4.301816, 1.333289, 2.793400], [-3.020752, 3.498556, -2.033499], [-1.690400, 3.183402, -1.266820], [-1.524336, 4.063433, -0.096662], [-1.650112, 1.679085, -0.975646], [-0.594790, 3.430790, -2.386627], [0.937937, 2.909292, -2.263925], [1.355120, 2.259392, -3.648821], [1.822044, 3.950812, -1.810051], [0.760693, 1.633547, -1.454774], [-3.225027, 2.817983, -2.649585], [1.904582, 2.932548, -4.121453], [-1.156150, -0.302667, -3.449255], [-2.318792, -0.862250, -2.257949], [-2.062133, -0.832018, -0.885788], [-3.078595, -1.269421, -0.046132], [-2.775516, -1.375707, 1.703032], [-4.328204, -1.604877, -0.482469], [-5.638701, -1.820726, 0.576908], [-4.527805, -1.674821, -1.862737], [-6.042612, -2.234956, -2.451357], [-3.545800, -1.250526, -2.755262], [-3.860959, -1.157950, -4.390710], [1.157265, -4.231624, -2.023181], [1.906357, -2.414287, -2.211541], [3.684049, -2.330955, -1.293519], [2.053957, -2.010039, -4.082191], [0.854680, -1.047592, -1.109809], [1.584451, -4.993626, -2.655621], [0.087402, -4.122977, -2.170034], [1.375118, -4.542478, -0.985160], [3.908516, -1.396847, -0.832555], [4.515628, -2.371243, -2.024210], [3.895636, -3.030533, -0.521181], [3.007190, -2.528796, -4.327077], [2.101825, -0.953970, -4.254971], [1.164526, -2.411124, -4.544228], [1.300453, -0.803010, -0.117489]],
  "forces_ev_per_a": [[-0.33, 1.11, -0.51], [-0.90, -0.10, -1.21], [-0.23, 0.25, 0.37], [-0.28, 0.22, 0.58], [0.48, -0.29, 0.03], [0.80, -0.33, -0.90], [0.26, 0.54, 0.32], [1.66, 0.45, 0.36], [-0.65, -0.85, -0.89], [0.20, -1.58, 0.16], [-1.17, 0.15, 0.11], [0.07, 2.13, -1.11], [0.44, -1.76, 1.18], [0.62, 0.04, -0.57], [0.96, 1.24, 0.65], [0.11, -1.05, 0.54], [0.41, -0.90, -0.48], [0.05, 0.35, 0.68], [0.00, 0.27, -0.21], [0.44, 0.03, 0.07], [-0.71, -0.30, 0.59], [-0.91, 0.42, -0.80], [-0.76, -0.83, 0.02], [0.00, 0.91, 0.55], [-0.52, 0.53, -0.29], [0.12, 0.36, -0.45], [-0.26, 0.58, 0.46], [0.38, 1.79, 1.89], [-0.09, -0.54, -0.47], [-0.54, -1.34, 0.29], [0.84, -0.19, -1.18], [-0.96, -0.21, 0.14], [0.40, 1.23, -1.20], [0.88, 0.82, 0.24], [0.70, -0.63, 1.07], [-0.50, -0.87, -1.04], [-0.55, -0.83, 0.30], [0.17, 0.06, 0.77], [-0.12, 0.13, 0.30], [0.43, -0.26, -0.65], [1.33, 0.41, 1.39], [-0.02, -0.04, -0.83], [-0.46, -0.16, -1.05], [-0.21, -0.31, 0.35], [-0.47, 0.13, 0.04], [-0.05, 0.07, -0.14], [-0.22, -0.42, 1.07], [-0.46, -0.14, -1.45], [0.14, 0.78, 1.23], [0.53, 0.19, 1.62], [0.43, 0.39, -1.49], [0.52, -0.33, 0.55], [-0.48, -1.00, -0.44], [0.12, 0.06, -0.51], [-0.18, -0.39, 0.00], [-0.39, 0.10, -0.36], [-0.41, 1.14, 0.40], [-0.47, -0.45, 0.06], [-0.19, -1.04, 0.46], [-0.80, 0.36, -0.43], [0.24, 0.55, -0.25], [0.06, -0.27, -0.50], [0.52, -0.39, 0.57]],
  "lumo_ha": -0.0244
}

---

Entry 2:
{
  "formula": "C43H43N6SbTb",
  "method": "wB97M-V/def2-TZVPD",
  "elements": ["Tb", "C", "C", "C", "C", "N", "C", "C", "C", "C", "C", "C", "N", "C", "C", "C", "C", "C", "N", "H", "H", "H", "H", "H", "H", "H", "H", "H", "H", "H", "C", "C", "C", "C", "C", "C", "N", "Sb", "C", "C", "C", "C", "C", "C", "N", "C", "C", "C", "C", "C", "C", "N", "H", "H", "H", "H", "H", "H", "H", "H", "H", "H", "H", "H", "H", "H", "H", "H", "H", "H", "C", "C", "C", "C", "C", "C", "C", "C", "C", "C", "H", "H", "H", "H", "H", "H", "H", "H", "H", "H", "H", "H", "H", "H"],
  "coordinates": [[0.258897, -0.996143, 0.457998], [1.542929, -0.809723, -4.009791], [0.471054, -0.271952, -4.714268], [-0.628509, 0.229500, -4.028384], [-0.612920, 0.122807, -2.645798], [0.393738, -0.467941, -1.969449], [1.457822, -0.903926, -2.643336], [-1.696636, 0.663897, -1.766071], [-2.657236, 1.488988, -2.316137], [-3.486979, 2.152474, -1.448301], [-3.336394, 1.946822, -0.108475], [-2.376546, 1.048126, 0.372452], [-1.570768, 0.394965, -0.474151], [-2.295382, 0.707661, 1.812969], [-3.427194, 0.912750, 2.632194], [-3.363937, 0.493716, 3.933796], [-2.143535, -0.063285, 4.433541], [-1.115434, -0.266783, 3.502605], [-1.227143, 0.068226, 2.193836], [2.469740, -1.122072, -4.465967], [0.525236, -0.208923, -5.806585], [-1.503192, 0.563122, -4.553970], [2.265353, -1.327998, -2.098718], [-2.761572, 1.640931, -3.375625], [-4.290496, 2.778457, -1.774074], [-4.033799, 2.385531, 0.622373], [-4.372883, 1.326884, 2.224869], [-4.219295, 0.608784, 4.569403], [-2.069476, -0.406914, 5.450782], [-0.216649, -0.781948, 3.799708], [3.908165, 0.501935, -0.858223], [3.664374, 0.209591, 0.595263], [4.353919, 0.896555, 1.641244], [4.063114, 0.572769, 2.947384], [3.222524, -0.524583, 3.191612], [2.618034, -1.188493, 2.154826], [2.719123, -0.725299, 0.895435], [2.039567, -3.309961, 2.417025], [1.903118, -3.755143, 0.323052], [2.706004, -4.783494, -0.134546], [2.398925, -5.299451, -1.388730], [1.309910, -4.831076, -2.090092], [0.537241, -3.834235, -1.518609], [-0.711805, -3.328011, -2.192140], [0.887339, -3.238631, -0.376408], [-0.164819, -3.279126, 2.501994], [-0.648470, -4.151475, 3.440097], [-2.023740, -4.421066, 3.437843], [-2.828154, -3.846034, 2.516194], [-2.287290, -2.956835, 1.611949], [-3.175975, -2.382311, 0.576310], [-0.980729, -2.694719, 1.613416], [4.262578, -0.467059, -1.284665], [4.679813, 1.276703, -1.008478], [2.996194, 0.753184, -1.404164], [5.112193, 1.633050, 1.349566], [4.487568, 1.077597, 3.782963], [3.064001, -0.886929, 4.191700], [3.473106, -5.224527, 0.501793], [2.978556, -6.107142, -1.839441], [1.043452, -5.327028, -3.023041], [-1.299967, -4.181554, -2.569148], [-0.501642, -2.715041, -3.064845], [-1.368363, -2.762746, -1.552679], [-0.014959, -4.664793, 4.146377], [-2.420250, -5.067153, 4.202397], [-3.869600, -4.074606, 2.476200], [-4.080980, -1.984679, 1.025534], [-2.719840, -1.597242, -0.004742], [-3.573332, -3.163939, -0.100096], [-0.172369, 3.783327, -3.564977], [0.881425, 3.446378, -2.564418], [2.038324, 4.437640, -2.640010], [0.408295, 3.403260, -1.113620], [1.015724, 2.526342, -0.252187], [0.724900, 2.545663, 1.123638], [-0.243788, 3.434176, 1.631191], [-0.516782, 3.441490, 3.086554], [-0.855490, 4.287859, 0.729735], [-0.492010, 4.330694, -0.609687], [0.218340, 3.798335, -4.567391], [-0.611264, 4.780560, -3.439436], [-1.014636, 3.081234, -3.549145], [1.270979, 2.450779, -2.815124], [1.733938, 5.385840, -2.222712], [2.309801, 4.580662, -3.666683], [2.885504, 4.074826, -2.025338], [1.833374, 1.906564, -0.599489], [1.201990, 1.923350, 1.825707], [-1.624275, 3.494566, 3.208822], [-0.080480, 4.226503, 3.707305], [-0.166959, 2.511299, 3.510627], [-1.577747, 5.034520, 1.103783], [-0.904462, 5.061121, -1.234652]],
  "forces_ev_per_a": [[0.00, 0.36, -0.23], [0.14, 0.23, -0.18], [0.30, 0.20, -0.62], [0.43, -0.84, 0.26], [-0.31, -0.28, 0.68], [0.03, 0.14, 0.21], [-0.61, 0.31, -0.55], [0.94, -0.14, -1.73], [-0.04, 0.02, 0.17], [-0.52, -0.04, 0.00], [-0.20, -0.44, 1.86], [-0.82, 0.39, -0.39], [0.20, 0.38, 0.80], [-2.05, 0.51, -0.87], [-0.04, 0.14, -0.58], [1.42, -0.35, 0.71], [-0.53, 0.25, -1.77], [-1.18, 0.09, 0.65], [1.49, -0.47, 1.32], [-0.13, -0.10, -0.37], [-0.13, -0.06, 0.43], [-0.02, 0.32, -0.14], [0.43, -0.38, 0.55], [0.12, -0.06, -0.10], [-0.20, 0.36, -0.38], [0.58, 0.08, -0.66], [0.93, -0.32, 0.40], [-0.23, -0.04, 0.33], [0.16, 0.06, 0.14], [0.24, 0.01, 0.04], [0.62, -0.79, -0.07], [-0.61, 0.64, 0.98], [-0.15, -0.54, -1.29], [-0.54, -0.69, -0.36], [0.21, 0.12, 0.35], [-0.48, 0.04, -0.03], [0.73, 0.43, -1.04], [-0.30, 0.51, 0.17], [0.72, -0.16, 0.62], [-0.37, -0.07, 0.07], [0.57, -0.56, -0.49], [-0.02, -0.54, 0.13], [-0.67, 0.91, -0.83], [-0.10, -0.92, -0.68], [0.01, -0.10, -0.19], [0.75, -0.24, 0.19], [-0.69, -0.25, 0.11], [0.87, -0.40, 1.11], [-0.28, 0.10, -0.07], [0.11, -0.24, -0.38], [-0.76, -0.19, -0.46], [-0.04, 0.54, -0.33], [0.02, 0.78, 0.05], [-0.45, -0.39, 0.06], [0.23, 0.09, 0.14], [-0.41, -0.23, 0.33], [0.40, 0.42, 0.37], [0.16, 0.01, 0.34], [-0.08, 0.17, -0.28], [-0.02, 0.20, 0.31], [-0.12, 0.36, 0.19], [0.21, 0.24, 0.17], [0.18, 0.02, -0.12], [-0.12, 0.22, 0.51], [0.16, 0.08, 0.09], [-0.15, -0.27, 0.01], [-0.56, -0.06, 0.00], [-0.07, 0.24, 0.22], [0.14, 0.12, -0.24], [0.49, 0.22, 0.20], [-1.29, 0.42, -0.30], [0.36, -0.13, 0.80], [0.24, -0.54, 0.75], [0.01, 0.35, -1.23], [0.38, -0.55, 1.67], [-1.24, 1.12, -1.23], [1.21, -0.48, -0.65], [-1.49, -0.11, 0.52], [-0.38, 1.11, 0.27], [0.21, -1.34, 0.97], [0.31, -0.16, -0.46], [0.16, -0.09, 0.22], [0.16, 0.06, 0.02], [0.03, -0.06, 0.06], [-0.10, 0.40, 0.05], [0.51, 0.12, -0.50], [-0.24, 0.25, -0.50], [-0.20, -0.01, -0.10], [0.90, -0.84, 0.72], [0.70, -0.01, 0.31], [0.05, 0.24, -0.48], [-0.02, -0.36, 0.29], [0.37, -0.45, -0.19], [-0.64, 0.94, -0.85]],
  "total_charge": 3,
  "multiplicity": 7,
  "lumo_ha": [-0.3351, -0.3098],
  "s_squared": 12.046
}

---

Entry 3:
{
  "formula": "C4H4NO3S",
  "method": "wB97M-V/def2-TZVPD",
  "elements": ["C", "C", "C", "C", "N", "O", "O", "O", "S", "H", "H", "H", "H"],
  "coordinates": [[0.626988, -1.238443, -0.041829], [1.929335, -0.892339, -0.022192], [-0.405413, -0.298132, -0.116784], [-0.230056, 1.041894, -0.662451], [-1.143216, 1.903625, -0.495279], [-2.232575, 1.712823, 0.458737], [4.025486, 0.587775, -0.038560], [-1.622683, -0.618222, -0.075249], [2.561019, 0.723682, 0.067536], [0.477609, -2.250816, -0.076282], [2.824523, -1.650081, -0.131310], [-1.402218, 2.813707, -0.778567], [-2.388900, 0.716978, 0.585900]],
  "forces_ev_per_a": [[0.13, 1.64, 0.08], [3.90, 1.54, -0.32], [-1.18, -0.44, -0.68], [1.05, 1.61, -1.41], [-0.89, -2.44, 2.46], [-1.04, 0.21, 0.98], [2.55, 0.28, -0.42], [-0.94, -1.38, 0.41], [-2.31, -1.96, 0.61], [-1.22, -2.30, 0.22], [-1.93, 1.40, 0.32], [0.82, 0.78, -1.16], [1.07, 1.06, -1.09]],
  "total_charge": -1,
  "lumo_ha": [0.1377, 0.1378]
}

---

no.,E (Eh)
1,-6837.771701
2,-3056.820132
3,-833.354581